Formula: C42H75N6O12P3
Source: the Open Molecules 2025 dataset
Level of theory: ωB97M-V/def2-TZVPD

Last column: Löwdin charge in e.
CARTESIAN COORDINATES (ANGSTROEM)
C: -4.835 -2.085 -0.195  -0.07
C: -6.156 -2.191 0.562  -0.26
O: -6.532 -0.853 0.930  -0.17
P: -7.714 -0.598 1.959  0.39
O: -7.911 0.813 2.287  -0.21
O: -7.474 -1.629 3.154  -0.18
C: -6.859 -1.191 4.376  -0.25
C: -7.612 -0.117 5.147  -0.08
O: -8.932 -1.290 1.213  -0.17
C: -10.269 -0.813 1.305  -0.26
C: -11.129 -1.756 2.122  -0.08
H: -4.111 -1.589 0.455  0.06
H: -4.465 -3.073 -0.456  0.08
H: -4.973 -1.395 -1.027  0.08
H: -6.933 -2.636 -0.058  0.12
H: -5.978 -2.741 1.487  0.11
H: -6.677 -2.046 5.029  0.12
H: -5.848 -0.836 4.166  0.09
H: -8.684 -0.259 5.248  0.08
H: -7.168 -0.063 6.148  0.08
H: -7.359 0.859 4.736  0.06
H: -10.305 0.163 1.790  0.11
H: -10.669 -0.763 0.294  0.12
H: -11.299 -2.721 1.631  0.07
H: -10.683 -2.052 3.074  0.07
H: -12.138 -1.386 2.308  0.08
C: 4.864 4.348 -4.167  -0.06
C: 3.787 3.683 -5.027  -0.25
O: 4.512 2.774 -5.877  -0.18
P: 3.788 1.809 -6.903  0.37
O: 4.721 1.027 -7.711  -0.22
O: 2.764 1.053 -5.941  -0.18
C: 1.531 0.520 -6.409  -0.27
C: 1.759 -0.667 -7.331  -0.06
O: 2.876 2.795 -7.745  -0.20
C: 3.007 3.023 -9.154  -0.25
C: 4.104 4.059 -9.421  -0.05
H: 5.548 4.920 -4.794  0.08
H: 4.368 5.040 -3.488  0.05
H: 5.422 3.536 -3.705  0.07
H: 3.153 3.117 -4.347  0.10
H: 3.286 4.438 -5.630  0.12
H: 0.913 0.299 -5.540  0.11
H: 0.934 1.261 -6.952  0.11
H: 2.413 -0.415 -8.165  0.07
H: 2.245 -1.472 -6.773  0.08
H: 0.845 -1.116 -7.720  0.08
H: 3.120 2.111 -9.741  0.11
H: 2.010 3.395 -9.398  0.11
H: 3.678 5.061 -9.494  0.07
H: 4.706 4.070 -8.511  0.07
H: 4.731 3.895 -10.292  0.08
C: 3.992 1.445 -1.865  -0.05
C: 2.504 1.116 -1.794  -0.28
O: 2.278 0.401 -0.591  -0.15
P: 0.804 0.178 -0.037  0.39
O: -0.083 1.346 -0.154  -0.23
O: 0.268 -1.144 -0.743  -0.18
C: -0.219 -1.043 -2.111  -0.25
C: -1.603 -1.648 -2.126  -0.07
O: 1.029 -0.332 1.428  -0.16
C: 0.640 0.324 2.636  -0.24
C: 0.375 -0.752 3.655  -0.08
H: 4.228 1.707 -2.899  0.06
H: 4.237 2.256 -1.180  0.07
H: 4.581 0.551 -1.655  0.08
H: 1.994 2.071 -1.932  0.09
H: 2.285 0.508 -2.672  0.08
H: -0.203 -0.026 -2.501  0.11
H: 0.507 -1.653 -2.653  0.11
H: -2.002 -1.679 -3.145  0.08
H: -1.658 -2.656 -1.726  0.08
H: -2.283 -0.978 -1.597  0.07
H: 1.442 0.995 2.947  0.12
H: -0.258 0.930 2.510  0.11
H: -0.612 -1.206 3.565  0.05
H: 1.129 -1.532 3.774  0.08
H: 0.355 -0.335 4.671  0.07
N: 2.101 5.514 -0.533  0.00
C: 2.224 5.813 -1.860  -0.15
C: 1.268 5.079 -2.534  -0.10
C: 0.682 4.214 -1.565  -0.14
C: 1.114 4.587 -0.321  -0.12
H: 2.638 5.865 0.239  0.14
H: 2.949 6.564 -2.127  0.10
H: 0.973 4.984 -3.566  0.09
H: -0.002 3.420 -1.822  0.09
H: 0.832 4.168 0.629  0.11
N: 4.770 -3.458 -2.943  0.01
C: 5.439 -2.818 -3.967  -0.12
C: 4.670 -1.757 -4.354  -0.11
C: 3.501 -1.748 -3.577  -0.12
C: 3.608 -2.782 -2.677  -0.13
H: 5.087 -4.257 -2.426  0.14
H: 6.417 -3.160 -4.260  0.11
H: 4.887 -1.131 -5.207  0.09
H: 2.605 -1.161 -3.672  0.07
H: 3.030 -3.003 -1.794  0.11
N: -0.761 -5.782 5.146  0.00
C: -1.122 -4.897 4.164  -0.15
C: -1.977 -5.547 3.315  -0.11
C: -2.139 -6.863 3.807  -0.11
C: -1.385 -6.987 4.950  -0.14
H: -0.238 -5.646 5.993  0.13
H: -0.759 -3.884 4.229  0.09
H: -2.340 -5.124 2.393  0.09
H: -2.691 -7.620 3.273  0.09
H: -1.130 -7.888 5.480  0.10
N: -2.583 -0.911 5.384  0.02
C: -3.037 -1.965 4.654  -0.15
C: -3.486 -1.490 3.445  -0.12
C: -3.339 -0.090 3.489  -0.12
C: -2.828 0.273 4.713  -0.12
H: -2.310 -0.951 6.352  0.13
H: -3.016 -2.988 4.989  0.10
H: -3.856 -2.078 2.622  0.08
H: -3.643 0.651 2.763  0.10
H: -2.541 1.227 5.115  0.11
N: 8.594 3.835 1.257  -0.01
C: 8.055 4.262 0.071  -0.14
C: 7.122 3.335 -0.299  -0.12
C: 7.157 2.257 0.622  -0.10
C: 8.103 2.580 1.560  -0.14
H: 9.307 4.208 1.855  0.14
H: 8.312 5.241 -0.297  0.10
H: 6.526 3.403 -1.196  0.08
H: 6.535 1.378 0.621  0.09
H: 8.577 2.081 2.388  0.10
N: 0.008 -1.506 9.508  0.01
C: 1.026 -1.045 8.692  -0.13
C: 0.946 -1.715 7.509  -0.12
C: -0.195 -2.581 7.556  -0.10
C: -0.800 -2.300 8.758  -0.16
H: -0.132 -1.113 10.421  0.14
H: 1.695 -0.305 9.095  0.11
H: 1.687 -1.557 6.740  0.09
H: -0.499 -3.296 6.812  0.07
H: -1.734 -2.690 9.134  0.11

Electronic energy = -3901.077450 a.u.
HOMO energy = -0.29541 hartree
Energy relative to the best compared isomer or geometry (same formula, charge and spin) = 0.0 kJ/mol
HOMO-LUMO gap = 8.54 eV
LUMO level = 0.5 eV
Total charge = 0



Formula: C42H77Br2F3O16
Source: the Open Molecules 2025 dataset
Level of theory: ωB97M-V/def2-TZVPD

Last column: Löwdin charge in e.
CARTESIAN COORDINATES (ANGSTROEM)
C: 2.654 -0.446 1.006  -0.11
O: 3.100 0.034 -0.248  -0.19
C: 2.056 0.598 -1.030  -0.22
C: 1.701 2.015 -0.585  -0.16
C: 0.335 2.492 -1.077  -0.13
C: -0.797 1.585 -0.673  -0.20
C: -1.691 1.101 -1.625  0.06
C: -2.751 0.270 -1.271  -0.25
O: -3.556 -0.254 -2.242  0.06
C: -2.927 -0.075 0.066  -0.03
C: -2.024 0.402 1.019  -0.08
C: -0.973 1.223 0.661  0.04
C: -2.249 -0.001 2.431  -0.32
O: -1.973 0.728 3.358  0.11
C: -2.871 -1.339 2.617  0.08
C: -3.726 -1.814 1.707  -0.13
C: -4.396 -3.155 1.821  -0.10
C: -4.608 -3.909 0.503  -0.18
C: -3.305 -4.326 -0.176  -0.80
F: -2.400 -3.304 -0.179  0.02
Br: -3.715 -4.767 -2.035  0.80
C: -2.611 -5.513 0.548  -0.92
F: -3.534 -6.403 0.945  0.05
F: -2.021 -5.012 1.658  0.03
Br: -1.234 -6.450 -0.462  0.80
C: -4.043 -0.938 0.528  -0.27
O: -5.152 -0.918 0.040  0.13
H: 1.781 -1.095 0.895  0.09
H: 3.464 -1.025 1.446  0.08
H: 2.420 0.372 1.695  0.08
H: 1.184 -0.063 -0.995  0.12
H: 2.450 0.636 -2.046  0.13
H: 1.739 2.111 0.502  0.10
H: 2.473 2.682 -0.975  0.11
H: 0.325 2.600 -2.164  0.12
H: 0.130 3.480 -0.654  0.12
H: -1.576 1.347 -2.673  0.13
H: -4.372 0.258 -2.316  0.09
H: -0.307 1.580 1.437  0.14
H: -2.592 -1.909 3.497  0.13
H: -5.386 -3.007 2.263  0.14
H: -3.844 -3.771 2.531  0.12
H: -5.167 -4.818 0.717  0.12
H: -5.214 -3.341 -0.197  0.10
C: -2.159 -8.632 -3.989  -0.11
O: -0.867 -8.807 -3.438  -0.21
C: -0.737 -9.981 -2.654  -0.21
C: -0.044 -11.093 -3.410  -0.21
O: -0.809 -11.543 -4.514  -0.19
C: -0.380 -11.017 -5.756  -0.11
H: -2.089 -7.843 -4.736  0.09
H: -2.521 -9.546 -4.466  0.09
H: -2.872 -8.322 -3.216  0.08
H: -1.717 -10.319 -2.304  0.13
H: -0.135 -9.725 -1.776  0.12
H: 0.093 -11.944 -2.736  0.13
H: 0.946 -10.760 -3.738  0.13
H: 0.557 -11.488 -6.075  0.09
H: -0.239 -9.935 -5.708  0.08
H: -1.153 -11.242 -6.489  0.09
C: 0.707 -1.344 4.903  -0.09
O: 1.575 -2.063 4.044  -0.20
C: 2.560 -2.830 4.712  -0.20
C: 2.194 -4.297 4.738  -0.20
O: 1.020 -4.535 5.496  -0.19
C: -0.142 -4.698 4.704  -0.11
H: -0.129 -0.999 4.297  0.07
H: 0.327 -1.961 5.721  0.09
H: 1.214 -0.466 5.318  0.09
H: 2.708 -2.458 5.731  0.13
H: 3.502 -2.711 4.168  0.12
H: 3.010 -4.858 5.205  0.13
H: 2.071 -4.667 3.716  0.13
H: -0.138 -5.671 4.201  0.09
H: -0.231 -3.908 3.953  0.08
H: -1.000 -4.653 5.374  0.09
C: -2.758 3.844 3.635  -0.11
O: -2.819 5.242 3.413  -0.18
C: -1.682 5.749 2.735  -0.21
C: -1.905 5.876 1.243  -0.20
O: -2.059 4.607 0.623  -0.20
C: -3.402 4.247 0.363  -0.10
H: -3.735 3.514 3.984  0.09
H: -2.508 3.304 2.720  0.06
H: -2.013 3.606 4.400  0.09
H: -0.810 5.113 2.918  0.13
H: -1.473 6.739 3.152  0.13
H: -1.026 6.348 0.794  0.12
H: -2.771 6.516 1.045  0.13
H: -3.803 4.816 -0.484  0.09
H: -4.040 4.406 1.235  0.09
H: -3.408 3.186 0.110  0.07
C: 5.029 6.849 2.611  -0.11
O: 5.953 6.001 1.956  -0.19
C: 5.500 4.664 1.817  -0.20
C: 4.971 4.386 0.428  -0.21
O: 3.799 5.136 0.150  -0.20
C: 4.045 6.277 -0.654  -0.10
H: 5.372 7.873 2.471  0.09
H: 4.024 6.750 2.194  0.08
H: 4.995 6.633 3.684  0.09
H: 4.732 4.438 2.563  0.13
H: 6.358 4.010 2.004  0.12
H: 4.703 3.326 0.360  0.12
H: 5.743 4.585 -0.323  0.11
H: 4.233 5.988 -1.693  0.09
H: 4.895 6.854 -0.283  0.08
H: 3.152 6.899 -0.618  0.09
C: 7.283 2.090 -1.807  -0.10
O: 7.718 3.343 -2.305  -0.19
C: 8.566 4.038 -1.403  -0.21
C: 10.025 3.905 -1.778  -0.21
O: 10.485 2.569 -1.663  -0.19
C: 10.553 1.882 -2.898  -0.11
H: 6.841 1.534 -2.633  0.09
H: 8.112 1.509 -1.395  0.09
H: 6.519 2.226 -1.034  0.07
H: 8.409 3.684 -0.379  0.12
H: 8.288 5.096 -1.441  0.13
H: 10.620 4.517 -1.093  0.13
H: 10.185 4.280 -2.793  0.13
H: 11.401 2.236 -3.495  0.09
H: 9.633 2.001 -3.477  0.08
H: 10.698 0.826 -2.676  0.09
C: -8.680 4.287 -2.872  -0.11
O: -8.874 3.327 -1.850  -0.19
C: -8.907 1.990 -2.322  -0.20
C: -7.593 1.278 -2.094  -0.20
O: -6.539 1.854 -2.856  -0.19
C: -5.715 2.726 -2.106  -0.11
H: -8.455 5.236 -2.387  0.09
H: -7.850 4.016 -3.529  0.08
H: -9.589 4.406 -3.472  0.09
H: -9.168 1.965 -3.385  0.13
H: -9.690 1.465 -1.768  0.13
H: -7.693 0.236 -2.410  0.13
H: -7.341 1.284 -1.029  0.13
H: -5.072 2.151 -1.426  0.07
H: -6.294 3.441 -1.516  0.09
H: -5.085 3.273 -2.806  0.10

Electronic energy = -8297.717954 a.u.
HOMO energy = -0.33833 hartree
HOMO-LUMO gap = 8.36 eV
LUMO level = -0.8 eV
Total charge = 0



Formula: C42H77F6N14P
Source: the Open Molecules 2025 dataset
Level of theory: ωB97M-V/def2-TZVPD

Last column: Löwdin charge in e.
CARTESIAN COORDINATES (ANGSTROEM)
C: -3.973 -0.078 -2.288  -0.05
C: -5.335 0.688 -2.208  -0.12
N: -5.549 1.112 -0.807  -0.03
C: -5.817 0.391 0.354  0.00
C: -5.792 1.229 1.448  -0.03
N: -5.904 2.494 0.976  -0.07
C: -5.642 2.423 -0.385  0.04
C: -6.123 3.691 1.809  0.04
H: -3.868 -0.417 -3.319  0.07
H: -3.880 -0.923 -1.606  0.08
H: -3.176 0.655 -2.155  0.06
H: -6.119 -0.036 -2.428  0.14
H: -5.474 1.539 -2.875  0.13
H: -5.824 -0.676 0.184  0.14
H: -6.035 0.840 2.426  0.13
H: -5.573 3.301 -1.010  0.16
H: -5.952 3.442 2.857  0.10
H: -7.091 4.186 1.738  0.12
H: -5.308 4.378 1.582  0.10
C: 2.000 1.079 3.755  -0.06
C: 0.587 1.404 4.269  -0.16
N: 0.544 1.438 5.714  -0.08
C: 1.261 2.188 6.529  0.01
C: 0.848 1.911 7.864  0.05
N: -0.027 0.863 7.804  -0.09
C: -0.273 0.585 6.485  0.04
C: -0.552 0.142 8.941  0.03
H: 2.775 1.746 4.131  0.09
H: 2.137 1.192 2.680  0.06
H: 2.341 0.063 3.951  0.07
H: -0.116 0.654 3.905  0.11
H: 0.412 2.376 3.808  0.11
H: 1.927 2.943 6.139  0.15
H: 1.184 2.426 8.753  0.16
H: -1.059 0.041 5.983  0.14
H: -1.101 0.880 9.524  0.12
H: 0.322 -0.265 9.450  0.12
H: -1.116 -0.763 8.714  0.11
C: -0.041 3.811 0.904  -0.04
C: -0.420 5.299 0.517  -0.10
N: -0.789 5.315 -0.939  -0.05
C: 0.150 5.456 -1.973  0.00
C: -0.360 5.080 -3.186  0.04
N: -1.709 4.755 -2.927  -0.07
C: -1.928 4.959 -1.604  -0.01
C: -2.719 4.127 -3.784  0.02
H: 0.712 3.445 0.205  0.08
H: -0.925 3.179 0.820  0.07
H: 0.387 3.909 1.901  0.07
H: 0.386 6.032 0.478  0.13
H: -1.324 5.742 0.935  0.13
H: 1.069 5.905 -1.628  0.14
H: 0.045 4.827 -4.154  0.14
H: -2.814 4.701 -1.043  0.15
H: -3.023 4.808 -4.579  0.12
H: -3.595 3.811 -3.216  0.08
H: -2.382 3.212 -4.271  0.08
C: 8.564 0.179 -5.335  -0.04
C: 7.326 -0.458 -5.867  -0.20
N: 6.175 -0.251 -5.039  -0.02
C: 5.148 0.602 -5.149  -0.01
C: 4.268 0.409 -4.130  0.00
N: 4.700 -0.716 -3.421  -0.10
C: 5.766 -1.190 -4.028  0.04
C: 4.305 -1.255 -2.121  0.02
H: 8.560 0.111 -4.247  0.08
H: 8.591 1.251 -5.527  0.10
H: 9.405 -0.361 -5.769  0.10
H: 7.494 -1.506 -6.117  0.14
H: 7.057 0.000 -6.819  0.14
H: 5.219 1.339 -5.935  0.16
H: 3.446 1.002 -3.757  0.13
H: 6.299 -2.108 -3.830  0.17
H: 5.137 -1.016 -1.459  0.09
H: 4.169 -2.334 -2.184  0.11
H: 3.334 -0.878 -1.800  0.08
C: 2.067 -5.042 2.587  -0.07
C: 2.159 -4.252 1.338  -0.19
N: 3.331 -3.359 1.345  -0.03
C: 3.273 -2.035 1.664  -0.04
C: 4.467 -1.482 1.414  -0.01
N: 5.347 -2.499 1.024  -0.09
C: 4.589 -3.678 0.963  0.07
C: 6.751 -2.292 0.839  0.01
H: 2.051 -4.277 3.364  0.09
H: 2.741 -5.892 2.691  0.10
H: 1.075 -5.493 2.591  0.09
H: 1.232 -3.724 1.112  0.11
H: 2.304 -5.094 0.662  0.13
H: 2.352 -1.654 2.080  0.13
H: 4.860 -0.479 1.494  0.15
H: 4.952 -4.677 0.774  0.18
H: 6.757 -1.660 -0.049  0.08
H: 7.266 -3.235 0.653  0.12
H: 7.289 -1.729 1.602  0.12
C: 1.059 -3.662 -3.559  -0.05
C: 1.738 -3.009 -4.774  -0.15
N: 0.645 -2.323 -5.371  -0.05
C: -0.165 -2.675 -6.459  0.04
C: -1.155 -1.719 -6.678  0.03
N: -1.006 -0.757 -5.694  -0.08
C: 0.047 -1.130 -4.958  0.00
C: -1.867 0.404 -5.542  0.01
H: 1.731 -4.424 -3.164  0.08
H: 0.118 -4.196 -3.694  0.10
H: 0.869 -2.990 -2.722  0.05
H: 2.275 -3.662 -5.463  0.15
H: 2.478 -2.282 -4.440  0.11
H: 0.128 -3.661 -6.785  0.15
H: -1.913 -1.648 -7.445  0.15
H: 0.509 -0.580 -4.152  0.14
H: -1.765 0.799 -4.532  0.08
H: -2.905 0.069 -5.540  0.10
H: -1.692 1.141 -6.326  0.12
C: -2.087 -2.833 2.270  -0.05
C: -3.046 -1.622 2.157  -0.17
N: -4.092 -1.634 3.223  -0.06
C: -5.229 -2.460 3.250  0.06
C: -5.990 -2.040 4.388  0.04
N: -5.277 -1.058 5.015  -0.10
C: -4.114 -0.862 4.317  -0.04
C: -5.704 -0.152 6.083  0.03
H: -1.933 -2.941 3.344  0.09
H: -1.239 -2.719 1.595  0.06
H: -2.586 -3.762 1.994  0.08
H: -3.341 -1.390 1.134  0.11
H: -2.365 -0.834 2.479  0.10
H: -5.363 -3.141 2.422  0.14
H: -7.006 -2.304 4.641  0.15
H: -3.427 -0.045 4.486  0.15
H: -6.664 0.246 5.754  0.11
H: -5.087 0.730 6.256  0.11
H: -5.931 -0.837 6.900  0.12
P: 0.166 -0.248 -0.746  0.25
F: -1.029 -0.614 0.318  -0.18
F: 1.180 0.503 0.306  -0.18
F: 0.988 -1.644 -0.386  -0.19
F: 1.257 0.032 -1.912  -0.18
F: -0.782 -0.980 -1.901  -0.19
F: -0.624 1.134 -0.851  -0.16

Electronic energy = -3351.588483 a.u.
HOMO energy = -0.77220 hartree
Energy relative to the best compared isomer or geometry (same formula, charge and spin) = 594.2 kJ/mol
HOMO-LUMO gap = 9.25 eV
LUMO level = -11.8 eV
Total charge = +6



The highest electronic energy belongs to which entry?
C42H77F6N14P



Which of these has the highest HOMO-LUMO gap?
C42H77F6N14P



What is the HOMO-LUMO gap in the first record?
8.54 eV



Which formula does entry 1 have?
C42H75N6O12P3